Entry 1:
{"formula": "C38H34MoN4O4Se", "method": "ωB97M-V/def2-TZVPD", "charge": 2, "e_tot_ha": -4457.71264, "orbital_gap_ev": [5.09, 5.21], "de_lowest_kcal_mol": 0.00, "multiplicity": 3, "elements": ["Mo", "C", "O", "C", "C", "C", "C", "C", "C", "O", "C", "O", "C", "H", "H", "H", "H", "H", "H", "H", "H", "H", "C", "O", "C", "C", "C", "C", "C", "C", "C", "N", "C", "C", "N", "C", "C", "C", "C", "N", "C", "C", "N", "C", "C", "C", "C", "H", "H", "H", "H", "H", "H", "H", "H", "H", "H", "H", "H", "H", "H", "C", "C", "C", "C", "C", "C", "Se", "C", "C", "C", "H", "H", "H", "H", "H", "H", "H", "H", "H", "H", "H"], "xyz": [[-1.307, -2.075, 0.760], [-5.440, -7.288, -3.175], [-4.605, -6.128, -3.024], [-4.286, -5.711, -1.814], [-4.707, -6.338, -0.623], [-4.316, -5.810, 0.573], [-3.496, -4.660, 0.671], [-3.166, -4.148, 1.951], [-3.688, -4.756, 3.213], [-2.413, -3.130, 2.109], [-3.082, -4.052, -0.551], [-2.300, -2.947, -0.598], [-3.477, -4.570, -1.759], [-5.559, -7.420, -4.244], [-6.413, -7.119, -2.713], [-4.956, -8.164, -2.746], [-5.329, -7.219, -0.647], [-4.647, -6.295, 1.480], [-4.778, -4.752, 3.224], [-3.316, -4.192, 4.063], [-3.358, -5.792, 3.304], [-3.167, -4.095, -2.679], [3.137, 10.939, 1.163], [3.190, 10.016, 0.080], [2.657, 8.800, 0.248], [2.735, 7.942, -0.856], [2.217, 6.673, -0.783], [1.605, 6.219, 0.393], [1.533, 7.078, 1.485], [2.050, 8.360, 1.426], [1.074, 4.866, 0.429], [1.179, 3.979, -0.545], [0.554, 2.865, -0.087], [0.060, 3.053, 1.192], [0.400, 4.344, 1.506], [-0.640, 2.046, 1.907], [-1.192, 2.160, 3.197], [-1.841, 1.092, 3.768], [-1.941, -0.104, 3.063], [-1.430, -0.237, 1.841], [-0.789, 0.811, 1.250], [-0.274, 0.600, -0.073], [-0.468, -0.632, -0.618], [-0.063, -0.862, -1.858], [0.588, 0.113, -2.618], [0.826, 1.348, -2.070], [0.383, 1.618, -0.763], [3.615, 11.844, 0.805], [3.684, 10.556, 2.028], [2.104, 11.157, 1.440], [3.209, 8.306, -1.757], [2.277, 6.010, -1.635], [1.077, 6.765, 2.418], [1.981, 9.002, 2.290], [0.192, 4.843, 2.353], [-1.107, 3.089, 3.745], [-2.271, 1.162, 4.756], [-2.431, -0.973, 3.480], [-0.253, -1.851, -2.253], [0.902, -0.126, -3.624], [1.339, 2.127, -2.620], [4.610, -1.402, -3.061], [3.644, -1.846, -2.001], [3.554, -1.177, -0.784], [2.683, -1.586, 0.217], [2.659, -0.844, 1.526], [1.872, -2.698, -0.038], [0.645, -3.267, 1.340], [1.937, -3.407, -1.240], [1.116, -4.632, -1.551], [2.833, -2.955, -2.204], [5.093, -0.464, -2.793], [4.108, -1.271, -4.020], [5.389, -2.151, -3.206], [4.193, -0.321, -0.602], [3.429, -0.075, 1.538], [2.838, -1.513, 2.370], [1.695, -0.357, 1.701], [0.255, -4.751, -0.895], [1.730, -5.529, -1.456], [0.755, -4.597, -2.579], [2.901, -3.498, -3.142]], "lowdin_spin": [1.830, 0.000, 0.006, 0.006, -0.001, 0.006, 0.004, 0.018, 0.001, 0.058, 0.014, 0.050, -0.001, 0.000, 0.000, 0.000, 0.000, 0.000, 0.001, 0.000, 0.000, 0.000, 0.000, 0.000, 0.000, 0.000, 0.000, 0.000, 0.000, 0.000, 0.000, 0.000, 0.001, -0.001, -0.001, 0.000, 0.002, 0.000, 0.007, 0.009, 0.003, 0.010, 0.016, 0.020, -0.001, 0.017, 0.000, 0.000, 0.000, 0.000, 0.000, 0.000, 0.000, 0.000, 0.000, 0.000, 0.000, 0.000, 0.001, 0.000, 0.001, 0.000, -0.003, 0.002, -0.001, -0.002, 0.023, -0.093, -0.001, -0.002, 0.002, 0.000, 0.000, 0.000, 0.000, 0.000, -0.001, 0.000, -0.001, 0.000, 0.000, 0.000]}

***

Entry 2:
{"formula": "C38H34N11OSbSr", "method": "ωB97M-V/def2-TZVPD", "charge": 2, "e_tot_ha": -2416.63825, "orbital_gap_ev": 7.69, "de_lowest_kcal_mol": 0.00, "elements": ["Sr", "C", "C", "C", "C", "C", "C", "N", "Sb", "C", "C", "C", "C", "C", "C", "N", "C", "C", "C", "C", "C", "C", "N", "H", "H", "H", "H", "H", "H", "H", "H", "H", "H", "H", "H", "H", "H", "H", "H", "H", "H", "C", "N", "C", "N", "C", "N", "C", "C", "C", "C", "C", "C", "C", "N", "N", "C", "O", "C", "C", "C", "C", "C", "C", "N", "C", "N", "C", "N", "C", "H", "H", "H", "H", "H", "H", "H", "H", "H", "H", "H", "H", "H", "H", "H", "H"], "xyz": [[-0.927, -1.121, 1.598], [-0.914, -4.912, 1.147], [-0.124, -4.544, 2.369], [0.620, -5.507, 3.043], [1.339, -5.144, 4.162], [1.286, -3.823, 4.593], [0.530, -2.907, 3.877], [-0.155, -3.267, 2.773], [0.563, -0.946, 4.819], [-1.523, -0.344, 4.671], [-1.961, 0.242, 5.850], [-3.299, 0.596, 5.972], [-4.156, 0.334, 4.923], [-3.659, -0.255, 3.765], [-4.564, -0.544, 2.604], [-2.362, -0.573, 3.643], [1.521, 0.231, 3.223], [2.679, 0.840, 3.674], [3.436, 1.604, 2.790], [3.006, 1.737, 1.489], [1.827, 1.111, 1.092], [1.327, 1.272, -0.314], [1.104, 0.371, 1.945], [-1.443, -5.853, 1.299], [-1.649, -4.145, 0.905], [-0.255, -5.041, 0.287], [0.621, -6.528, 2.689], [1.924, -5.876, 4.703], [1.821, -3.520, 5.484], [-1.276, 0.411, 6.671], [-3.665, 1.053, 6.882], [-5.209, 0.572, 4.992], [-5.522, -0.931, 2.950], [-4.763, 0.365, 2.033], [-4.124, -1.280, 1.933], [2.998, 0.724, 4.702], [4.349, 2.082, 3.121], [3.569, 2.319, 0.772], [2.138, 1.127, -1.029], [0.531, 0.565, -0.547], [0.943, 2.284, -0.466], [1.273, -3.230, -3.833], [1.004, -2.886, -2.443], [-0.101, -2.392, -1.897], [0.113, -2.118, -0.614], [1.419, -2.480, -0.446], [1.988, -2.951, -1.526], [1.827, -2.067, -4.627], [2.442, -2.337, -5.845], [2.976, -1.309, -6.605], [2.900, 0.002, -6.158], [2.275, 0.273, -4.947], [1.742, -0.759, -4.182], [2.203, 1.656, -4.478], [2.990, 2.631, -4.766], [2.501, 3.742, -4.095], [1.456, 3.355, -3.457], [1.197, 2.031, -3.640], [0.568, 4.154, -2.615], [0.978, 5.424, -2.211], [0.141, 6.192, -1.422], [-1.098, 5.701, -1.030], [-1.513, 4.441, -1.440], [-2.878, 3.931, -1.039], [-2.846, 2.505, -0.719], [-2.212, 1.895, 0.277], [-2.333, 0.578, 0.153], [-3.080, 0.453, -0.982], [-3.410, 1.593, -1.532], [-0.679, 3.668, -2.238], [0.349, -3.606, -4.273], [1.990, -4.048, -3.806], [-1.016, -2.235, -2.446], [1.955, -2.406, 0.489], [2.514, -3.359, -6.198], [3.456, -1.530, -7.548], [3.316, 0.815, -6.736], [1.278, -0.520, -3.232], [1.945, 5.793, -2.524], [0.453, 7.179, -1.107], [-1.745, 6.309, -0.408], [-3.605, 4.035, -1.843], [-3.252, 4.475, -0.173], [-1.673, 2.424, 1.049], [-3.395, -0.492, -1.394], [-0.998, 2.692, -2.585]], "mulliken_charge": [2.253, -1.422, 0.597, -0.685, -0.563, -0.688, -0.097, 0.306, 0.907, -0.016, -0.650, -0.582, -0.629, 0.590, -1.350, 0.110, -0.299, -0.717, -0.762, -0.809, 0.069, -0.496, 0.474, 0.524, 0.149, 0.252, 0.485, 0.445, 0.419, 0.425, 0.446, 0.485, 0.500, 0.237, 0.150, 0.443, 0.447, 0.578, 0.505, -0.171, 0.275, -1.290, 0.766, -0.644, 0.597, -0.828, -0.895, 1.136, -0.916, -0.635, -1.090, -0.044, 0.133, 0.554, -0.532, -0.457, 0.311, -0.171, 0.369, -1.018, -0.720, -0.959, 0.812, -1.235, 0.991, -0.900, 0.553, -0.804, -0.903, 0.174, 0.366, 0.441, 0.454, 0.582, 0.466, 0.418, 0.536, 0.379, 0.557, 0.431, 0.450, 0.292, 0.449, 0.450, 0.525, 0.716]}

***

Entry 3:
{"formula": "C38H34N2PRhS2", "method": "ωB97M-V/def2-TZVPD", "e_tot_ha": -2826.19817, "orbital_gap_ev": [5.96, 6.28], "elements": ["Rh", "C", "N", "C", "C", "N", "C", "C", "C", "C", "C", "C", "C", "S", "C", "C", "C", "C", "C", "C", "S", "H", "H", "H", "H", "H", "H", "H", "H", "H", "H", "H", "H", "H", "H", "H", "H", "H", "H", "C", "C", "C", "C", "C", "C", "P", "C", "C", "C", "C", "C", "C", "C", "C", "C", "C", "C", "C", "C", "C", "C", "C", "H", "H", "H", "H", "H", "H", "H", "H", "H", "H", "H", "H", "H", "H", "H", "H"], "xyz": [[-0.612, -0.337, -0.242], [0.478, 0.551, 2.670], [-0.356, -0.554, 2.168], [0.348, -1.848, 2.261], [1.723, -1.796, 1.629], [1.706, -1.463, 0.186], [2.781, -0.509, -0.132], [1.794, -2.693, -0.580], [3.028, -3.290, -0.816], [3.128, -4.480, -1.516], [1.974, -5.083, -1.998], [0.743, -4.504, -1.760], [0.624, -3.312, -1.036], [-0.977, -2.675, -0.764], [-1.578, -0.654, 2.956], [-1.508, -0.745, 4.344], [-2.646, -0.873, 5.119], [-3.888, -0.891, 4.496], [-3.969, -0.808, 3.122], [-2.819, -0.696, 2.328], [-3.036, -0.619, 0.603], [1.057, 0.266, 3.555], [-0.170, 1.380, 2.931], [1.166, 0.891, 1.895], [-0.267, -2.602, 1.770], [0.475, -2.143, 3.310], [2.189, -2.773, 1.786], [2.338, -1.062, 2.153], [3.729, -0.762, 0.356], [2.482, 0.487, 0.196], [2.947, -0.475, -1.206], [3.931, -2.821, -0.444], [4.097, -4.933, -1.678], [2.039, -6.001, -2.569], [-0.162, -4.963, -2.139], [-0.543, -0.725, 4.835], [-2.559, -0.967, 6.193], [-4.792, -0.971, 5.087], [-4.930, -0.842, 2.622], [-4.862, 5.251, -0.006], [-3.542, 5.594, -0.278], [-2.586, 4.605, -0.432], [-2.941, 3.261, -0.322], [-4.261, 2.924, -0.049], [-5.220, 3.918, 0.109], [-1.705, 1.931, -0.649], [-0.227, 2.774, 0.060], [-0.358, 3.365, 1.320], [0.732, 3.954, 1.939], [1.970, 3.954, 1.309], [2.112, 3.361, 0.064], [1.021, 2.767, -0.558], [-1.609, 2.009, -2.463], [-2.343, 2.872, -3.243], [-2.284, 2.792, -4.645], [-1.498, 1.855, -5.250], [-0.734, 0.947, -4.483], [0.109, -0.004, -5.096], [0.876, -0.825, -4.323], [0.770, -0.788, -2.920], [-0.082, 0.069, -2.263], [-0.810, 0.999, -3.063], [-5.608, 6.026, 0.113], [-3.256, 6.632, -0.384], [-1.564, 4.880, -0.660], [-4.537, 1.880, 0.037], [-6.247, 3.647, 0.315], [-1.327, 3.366, 1.806], [0.623, 4.410, 2.915], [2.819, 4.424, 1.788], [3.077, 3.368, -0.427], [1.137, 2.302, -1.531], [-2.978, 3.626, -2.801], [-2.863, 3.488, -5.239], [-1.443, 1.793, -6.330], [0.149, -0.057, -6.177], [1.558, -1.533, -4.778], [1.378, -1.491, -2.375]], "mulliken_charge": [-0.868, -1.337, 2.036, -0.955, -1.390, 1.945, -1.397, -2.109, -0.262, -0.921, -0.656, -0.716, 1.712, -0.321, -1.473, -0.228, -1.025, -0.624, -0.667, 1.324, -0.292, 0.382, 0.559, -0.108, 0.433, 0.569, 0.449, 0.618, 0.553, 0.106, 0.345, 0.403, 0.410, 0.382, 0.466, 0.333, 0.395, 0.383, 0.445, -0.526, -0.742, -0.030, 0.018, -0.375, -0.701, 2.252, 1.106, -0.727, -0.623, -0.620, -0.628, -0.837, 1.024, -0.848, -1.004, -0.845, 0.514, -0.987, -1.566, 0.080, -0.425, 0.206, 0.395, 0.404, 0.526, 0.441, 0.424, 0.504, 0.428, 0.386, 0.451, 0.522, 0.362, 0.426, 0.378, 0.354, 0.508, 0.879]}

***

> Number 1 is which compound?

C38H34MoN4O4Se